1.
The following is a DFT calculation (ωB97M-V/def2-TZVPD) of an isolated molecule of C5H2N2.

```
9
Properties=species:S:1:pos:R:3:forces:R:3
C 0.2139 0.2379 0.0963 -7.52 -1.76 -1.52
C -1.2175 0.0446 -0.0532 0.22 -0.31 -0.54
C -3.0115 -0.1528 -0.2917 7.61 1.08 0.76
C -3.5965 -1.3987 -0.1096 0.06 -0.36 0.27
N -4.1468 -2.3963 0.0583 0.02 -0.16 -0.11
C -3.6138 1.0737 -0.0851 -1.65 2.11 0.23
N -4.1968 2.0685 0.0981 0.95 -1.36 -0.32
H 0.4400 0.2680 1.0951 0.31 0.59 2.75
H 1.0740 -0.0770 -0.4449 0.00 0.17 -1.52
```
Forces are in eV/Å.

Summary:
energy above the lowest of the compared OMol25 structures with the same formula, charge and spin = 91.4 kcal/mol
LUMO energy (spin up / spin down) = -2.497 / -1.536 eV
frontier orbital gap (spin up / spin down) = 7.166 / 8.418 eV
HOMO (spin up / spin down) = -9.662 / -9.954 eV
max |F| = 7.88 eV Å⁻¹
molecular weight = 90.08 g mol⁻¹
SMILES string = C=C=C(C#N)C#N
E_tot = -8190.172 eV


2.
The following is a DFT calculation (ωB97M-V/def2-TZVPD) of an isolated molecule of C5H2O.

```
8
Properties=species:S:1:pos:R:3:forces:R:3
C -2.5340 1.5041 0.0147 -2.14 1.96 -0.45
C 0.4979 -0.0739 0.4041 1.23 -0.52 0.53
C 1.5434 0.6602 -0.1779 0.00 0.25 -1.50
C -0.7315 -0.3101 0.6609 -2.35 1.08 -0.34
C -1.6343 0.7175 0.1342 2.36 -2.36 0.88
O 2.5767 1.0386 0.3123 0.30 0.14 0.55
H 1.3145 0.8484 -1.2588 0.21 -0.05 0.23
H -1.2369 -1.1234 1.1522 0.40 -0.51 0.10
```
Forces are in eV/Å.

Summary:
energy above the lowest of the compared OMol25 structures with the same formula, charge and spin = 104.0 kcal/mol
LUMO energy (spin up / spin down) = -3.330 / -1.928 eV
frontier orbital gap (spin up / spin down) = 6.424 / 8.594 eV
HOMO (spin up / spin down) = -9.754 / -10.522 eV
max |F| = 3.45 eV Å⁻¹
molecular weight = 78.07 g mol⁻¹
E_tot = -7255.997 eV


3.
The following is a DFT calculation (ωB97M-V/def2-TZVPD) of a cluster of 2 separate species, C5H2O in total.

```
8
Properties=species:S:1:pos:R:3:forces:R:3
C -0.5767 3.3298 1.6962 -2.34 1.32 -1.52
C 0.3814 1.0762 -0.1197 -0.39 6.92 0.30
C 0.4627 -1.5356 -0.3587 -2.70 4.04 -0.52
C 0.4258 -0.1185 -0.0687 0.15 -8.59 -0.30
C -0.6330 -1.7623 -1.1536 -1.42 -0.15 -0.09
O -1.6567 -1.8463 -1.6902 2.21 -0.05 0.93
H 0.2109 2.8142 2.1183 2.46 -1.56 1.28
H 1.3857 -1.9575 -0.4237 2.05 -1.93 -0.09
```
Forces are in eV/Å.

Summary:
energy above the lowest of the compared OMol25 structures with the same formula, charge and spin = 188.9 kcal/mol
LUMO energy (spin up / spin down) = -0.610 / -2.975 eV
frontier orbital gap (spin up / spin down) = 9.449 / 5.615 eV
HOMO (spin up / spin down) = -10.059 / -8.590 eV
max |F| = 8.59 eV Å⁻¹
molecular weight = 78.07 g mol⁻¹
E_tot = -7252.317 eV


4.
The following is a DFT calculation (ωB97M-V/def2-TZVPD) of a cluster of 10 separate species, C5H30N2O10 in total.

```
47
Properties=species:S:1:pos:R:3:forces:R:3
C 2.5189 0.7191 0.6031 -0.80 -1.42 0.23
C 2.0155 -0.3713 -0.3569 0.59 0.56 -1.14
C 0.5284 -0.1459 -0.7144 -0.35 -0.07 0.21
N 0.3924 0.9272 -1.7148 0.82 -0.22 0.30
C -0.0418 -1.4769 -1.2506 -0.23 -0.51 0.03
O 0.6579 -2.2558 -1.8831 0.94 -0.17 -0.50
N -1.3159 -1.8558 -1.0188 -0.98 1.48 1.01
C -2.3653 -0.9848 -0.4859 0.26 0.48 1.83
H 2.3852 1.6567 0.1456 -0.22 1.35 -0.44
H 3.5590 0.5915 0.8003 0.86 -0.11 0.23
H 1.9677 0.6951 1.5600 0.24 0.05 -0.47
H 2.6495 -0.3583 -1.3278 -1.10 -0.03 1.49
H 2.1505 -1.3668 0.0635 -0.05 -0.07 0.03
H -0.0433 0.1585 0.2134 0.68 -0.25 -0.95
H 0.8725 0.7101 -2.5897 -0.12 -0.10 0.33
H -0.5652 1.1572 -1.9056 -0.59 0.03 -0.05
H -1.6926 -2.6715 -1.4619 0.58 -0.42 -0.48
H -2.9872 -1.5740 0.2328 0.31 0.43 -0.78
H -2.9649 -0.5463 -1.2748 -0.13 0.00 -0.05
H -1.9386 -0.1435 0.1463 -0.65 -1.25 -1.16
O -1.3613 -0.6824 -4.3650 -1.02 0.03 -2.86
H -1.4715 -0.6803 -3.4621 -0.71 0.02 3.19
H -0.4194 -0.6556 -4.4550 1.23 -0.04 -0.38
O 0.1136 0.6809 3.4688 0.08 -0.22 -2.59
H 0.6988 -0.0938 3.2979 0.38 -0.34 -0.15
H 0.1049 0.7742 4.3780 -0.16 0.40 3.01
O 1.5259 -1.5117 2.9879 -1.66 -0.15 1.10
H 2.2526 -1.4903 2.4031 1.17 -0.07 -1.07
H 0.8018 -2.0807 2.5918 0.55 0.19 0.00
O -0.2505 3.4139 -0.1971 -0.12 0.09 -0.35
H 0.0385 3.3026 0.7247 0.21 0.03 0.01
H 0.3208 2.8424 -0.7357 0.05 -0.05 0.08
O -2.2967 1.8963 -1.0187 -0.94 -0.51 -0.55
H -1.6399 2.4655 -0.6194 0.91 0.77 0.65
H -2.8687 2.5269 -1.4585 -0.27 0.00 -0.19
O -2.0341 -0.5271 2.4270 0.74 -0.06 -0.69
H -2.7384 -0.5019 3.0536 -0.61 0.21 0.75
H -1.2858 0.0228 2.7504 -0.52 -0.04 0.30
O 0.6698 3.0353 2.2795 -0.33 0.61 -0.10
H 1.5637 3.1793 2.5514 0.93 0.50 0.03
H 0.4683 2.2020 2.7009 -0.50 -0.84 0.29
O -0.5916 -2.7337 1.9351 0.85 -1.09 -1.38
H -1.2245 -2.0459 2.1366 -0.83 0.81 0.17
H -0.5993 -2.8057 0.9477 -0.05 0.08 1.13
O 1.2922 -0.8022 -4.0857 -0.49 0.52 1.16
H 1.8957 -1.1729 -4.6931 1.06 -0.59 -1.11
H 1.2522 -1.4225 -3.3248 -0.01 -0.01 -0.14
```
Forces are in eV/Å.

Summary:
energy above the lowest of the compared OMol25 structures with the same formula, charge and spin = 9.2 kcal/mol
LUMO energy = 0.145 eV
frontier orbital gap = 9.576 eV
HOMO = -9.431 eV
max |F| = 3.27 eV Å⁻¹
molecular weight = 278.30 g mol⁻¹
SMILES string = CC[C@@H](N)C(=O)NC.O.O.O.O.O.O.O.O.O
E_tot = -29128.873 eV


5.
The following is a DFT calculation (ωB97M-V/def2-TZVPD) of a cluster of 9 separate species, C5H30N2O8S in total.

```
46
Properties=species:S:1:pos:R:3:forces:R:3
C 0.9544 -1.1679 -0.2328 -0.63 -2.75 -3.08
N -0.1283 -0.7209 -1.2065 2.39 0.16 1.74
C -1.1337 -0.0683 -0.3722 -3.02 -1.01 -0.92
C -1.8881 -0.9940 0.7249 0.96 2.48 1.04
N -2.6254 -0.1127 1.7280 -0.37 -0.39 -10.61
C -2.1912 0.6883 -1.2331 -2.01 -1.48 1.15
C -1.6674 1.7409 -2.1492 1.81 1.56 2.24
S -2.7636 3.2263 -2.1368 0.30 -0.62 0.97
H 1.4447 -2.0209 -0.7833 0.16 0.93 0.53
H 0.5080 -1.7116 0.5708 0.18 0.23 0.94
H 1.7144 -0.4771 0.0303 0.34 1.03 0.32
H -0.2691 -1.5562 -1.7908 -1.20 0.88 0.53
H -0.6755 0.6698 0.2610 0.61 0.46 -0.03
H -1.0234 -1.4152 1.3302 -1.75 -0.33 -0.86
H -2.5816 -1.6397 0.1838 0.33 -0.52 0.38
H -2.3611 -0.1560 2.5555 3.06 -0.77 9.21
H -3.5793 0.0081 1.6029 -1.72 0.00 -0.29
H -2.9743 1.0629 -0.5124 1.24 0.27 -0.38
H -2.9151 0.0436 -1.7907 1.03 -0.33 0.04
H -0.6117 1.9858 -1.8151 -1.07 0.45 0.46
H -1.3284 1.4070 -3.0786 -0.81 -0.58 -2.11
H -3.0654 3.0589 -0.7764 0.28 0.34 -1.44
O 0.4753 4.0412 0.7569 -1.01 -1.73 -1.80
H 0.3197 4.9516 0.7934 0.22 2.53 0.80
H -0.1663 3.8712 0.0221 0.75 -0.59 0.68
O -0.1600 -1.2170 3.7127 0.61 2.50 -1.05
H 0.1635 -0.2957 3.8658 0.04 -0.43 -1.43
H -0.3366 -1.3287 4.6099 -0.97 -1.58 2.58
O -1.3453 -4.5199 -1.8961 5.82 2.08 -4.38
H -0.6518 -3.7793 -1.7192 -2.13 -2.20 -0.20
H -1.9246 -4.5498 -1.2381 -3.66 0.08 4.61
O 4.3034 1.0257 2.0206 -4.39 3.54 3.95
H 4.6840 0.6350 1.3305 2.29 -2.41 -4.56
H 3.4476 1.4760 1.7085 2.06 -1.13 0.68
O 1.9267 -1.7774 -3.4983 2.19 3.99 1.47
H 1.6385 -0.9287 -2.9910 -0.44 -2.22 -1.01
H 2.8795 -1.3926 -3.5590 -1.87 -1.76 -0.42
O 2.4929 1.9290 -3.0427 -1.40 0.60 -0.65
H 3.1722 1.4121 -2.6285 -0.07 -0.70 0.39
H 1.5996 1.5107 -3.0344 1.42 0.07 0.34
O 0.6534 1.7507 2.1824 0.16 -2.17 0.52
H 0.7980 1.2642 1.3738 -0.15 -1.97 -0.03
H 0.8156 2.5138 1.6933 0.10 3.85 -0.13
O 1.3809 -3.0709 2.6077 -1.05 -4.05 -3.26
H 0.7897 -2.4517 2.8912 -2.13 2.80 1.55
H 2.2050 -2.9206 2.9289 3.52 0.92 1.56
```
Forces are in eV/Å.

Summary:
energy above the lowest of the compared OMol25 structures with the same formula, charge and spin = 141.9 kcal/mol
LUMO energy = -0.045 eV
frontier orbital gap = 8.753 eV
HOMO = -8.797 eV
max |F| = 10.63 eV Å⁻¹
molecular weight = 278.37 g mol⁻¹
SMILES string = CN[C@H](CN)CCS.O.O.O.O.O.O.O.O
E_tot = -35862.837 eV


6.
The following is a DFT calculation (ωB97M-V/def2-TZVPD) of a cluster of 9 separate species, C5H30N2O9 in total.

```
46
Properties=species:S:1:pos:R:3:forces:R:3
N 0.3565 0.4833 2.1789 -0.86 -0.10 -0.45
C 0.2130 0.4870 0.6575 0.53 -2.92 0.39
C 1.5088 -0.1028 0.0368 0.71 0.87 0.82
C 1.5038 -0.2413 -1.4728 -0.74 2.35 -0.71
C 0.7535 -1.4029 -1.9672 0.61 -2.21 -0.30
N 1.6450 -2.6350 -1.9215 3.52 4.76 2.76
C -0.0430 -1.2475 -3.2813 -1.85 1.33 0.45
O -1.4531 -1.3140 -2.7871 0.71 0.75 -1.22
H -0.5962 0.7568 2.6309 2.14 -0.84 -0.88
H 0.6848 -0.4801 2.5066 -0.95 1.78 -0.64
H -0.5107 -0.4714 0.4136 0.55 3.38 0.02
H 0.1730 1.5667 0.2634 -1.14 -1.87 0.51
H 2.3140 0.6115 0.2378 -0.07 -0.36 0.33
H 1.7518 -1.0710 0.5384 -0.06 0.67 -0.38
H 1.0966 0.7162 -1.9730 0.39 -1.22 0.97
H 2.4918 -0.3193 -1.8872 0.81 0.16 0.16
H 0.0642 -1.7347 -1.2037 -0.87 0.54 -0.13
H 1.3243 -3.2378 -2.5268 -2.38 -4.41 -3.80
H 2.6312 -2.4621 -2.2638 -1.43 0.19 0.65
H 0.3340 -2.0522 -4.0203 -1.24 1.48 0.69
H -0.2446 -0.1186 -3.6904 1.85 -2.82 0.49
H -1.9187 -2.1216 -2.6494 0.14 -1.39 0.04
O 2.8145 2.0905 2.5338 -5.58 0.24 -1.39
H 1.8398 1.5046 2.2787 3.57 1.54 1.43
H 3.5123 1.5090 2.6555 1.72 -2.02 0.27
O 0.3474 -3.1769 0.7838 0.39 -0.19 -0.60
H 1.0391 -2.9101 0.1518 0.15 0.44 0.14
H 0.2088 -4.0418 0.3862 -0.52 -0.41 0.40
O 4.3974 0.5516 -0.2769 1.67 0.39 0.28
H 4.7910 0.0721 0.4830 -0.41 0.41 -0.65
H 5.0832 1.2325 -0.4902 -0.91 -0.79 0.26
O -2.6871 2.3323 -0.0026 -2.23 -0.52 0.27
H -2.5538 1.8988 -0.8495 0.43 -0.08 -0.51
H -3.6629 2.1020 0.0859 1.76 0.61 0.25
O -2.0347 1.4944 3.6822 -4.31 0.94 0.75
H -3.0462 1.8653 3.6689 3.83 -1.40 -0.20
H -1.8640 1.4915 4.6364 0.17 0.02 -0.25
O -2.7368 -1.9798 0.6674 2.95 0.49 -0.69
H -2.4380 -2.7517 1.2122 -0.08 1.16 -0.78
H -1.8448 -1.5336 0.3024 -3.02 -1.74 1.43
O -0.6977 3.3991 2.4083 -0.55 2.80 1.35
H -1.3780 3.2399 1.7886 -0.99 -0.56 -1.22
H -0.0126 2.8016 2.2815 1.78 -1.70 -0.43
O -3.0583 0.7799 -2.6060 0.34 1.51 1.20
H -2.3554 0.1328 -2.5809 0.29 -0.77 -0.16
H -3.6751 0.4954 -3.2490 -0.85 -0.45 -0.94
```
Forces are in eV/Å.

Summary:
energy above the lowest of the compared OMol25 structures with the same formula, charge and spin = 124.0 kcal/mol
LUMO energy = 0.274 eV
frontier orbital gap = 9.504 eV
HOMO = -9.230 eV
max |F| = 6.53 eV Å⁻¹
molecular weight = 262.30 g mol⁻¹
SMILES string = NCCC[C@H](N)CO.O.O.O.O.O.O.O.O
E_tot = -27075.593 eV